(1)
The following is a DFT calculation (ωB97M-V/def2-TZVPD) of a structure of composition C42H34BrF4N5O4PRuSi at a distorted geometry.

Values from the calculation:
Lowest unoccupied orbital energy (spin up / spin down), eV: -1.8 / -1.6
Multiplicity: 2
DFT total energy, Ha: -5894.8564
Orbital gap (spin up / spin down), eV: 6.00 / 6.15

Positions of all 93 atoms, in Å:
Ru -0.613 0.209 0.053
F 3.031 2.420 6.226
C 2.509 1.692 5.224
C 2.988 0.391 4.959
F 3.873 -0.175 5.795
C 2.541 -0.308 3.870
F 3.031 -1.556 3.711
C 1.555 0.184 2.970
P 1.394 -0.501 1.297
C 1.386 -2.276 1.722
C 0.643 -2.705 2.819
C 0.656 -4.036 3.187
C 1.389 -4.950 2.448
C 2.097 -4.533 1.333
C 2.089 -3.202 0.962
C 2.979 -0.329 0.404
C 2.954 0.286 -0.850
C 4.122 0.562 -1.529
C 5.343 0.237 -0.956
C 5.377 -0.387 0.283
C 4.213 -0.675 0.967
C 1.018 1.459 3.349
Br -0.664 2.035 2.604
C 1.479 2.178 4.432
F 0.933 3.372 4.717
H 0.099 -1.978 3.411
H 0.110 -4.356 4.063
H 1.417 -5.987 2.748
H 2.676 -5.243 0.762
H 2.645 -2.869 0.096
H 1.995 0.500 -1.305
H 4.078 1.019 -2.508
H 6.259 0.458 -1.480
H 6.326 -0.657 0.721
H 4.270 -1.205 1.904
C -2.784 -1.204 2.421
C -2.122 -2.128 1.451
C -2.353 -3.493 1.520
C -1.717 -4.351 0.620
C -0.900 -3.824 -0.345
C -0.690 -2.421 -0.394
N -1.296 -1.617 0.536
N 0.103 -1.784 -1.232
Si 0.394 -2.177 -2.895
C -1.284 -2.516 -3.762
C 1.389 -0.831 -3.804
C 1.416 -3.781 -3.135
H -2.522 -1.465 3.445
H -3.865 -1.277 2.321
H -2.490 -0.174 2.224
H -3.024 -3.871 2.276
H -1.863 -5.420 0.697
H -0.363 -4.447 -1.040
H -1.960 -1.689 -3.575
H -1.748 -3.430 -3.404
H -1.136 -2.605 -4.834
H 1.225 0.175 -3.437
H 1.092 -0.830 -4.848
H 2.457 -1.027 -3.775
H 0.853 -4.681 -2.923
H 2.306 -3.788 -2.520
H 1.723 -3.825 -4.173
C 1.712 3.233 0.624
C 1.046 2.935 -0.665
N 0.163 1.971 -0.918
C -0.193 2.085 -2.245
C 0.506 3.136 -2.799
N 1.274 3.642 -1.782
C 0.661 3.731 -4.157
O -0.053 3.226 -5.124
O 1.465 4.627 -4.292
C -1.171 1.139 -2.907
O -1.522 1.406 -4.065
O -1.521 0.141 -2.246
H 1.961 2.309 1.150
H 1.048 3.831 1.252
H 2.630 3.794 0.462
H 1.900 4.425 -1.921
H -0.700 2.501 -4.806
N -8.357 6.324 -0.306
C -7.518 5.544 -0.246
C -6.485 4.584 -0.165
C -5.534 4.673 0.858
C -4.517 3.751 0.933
C -4.427 2.725 -0.022
C -5.393 2.628 -1.035
C -6.413 3.549 -1.104
C -3.349 1.827 0.019
C -2.393 1.066 0.029
H -5.608 5.475 1.576
H -3.775 3.807 1.716
H -5.319 1.831 -1.759
H -7.157 3.489 -1.882

(2)
The following is a DFT calculation (ωB97M-V/def2-TZVPD) of a cluster of 2 separate species, CH2N2O3S in total at a distorted geometry.

Values from the calculation:
Lowest unoccupied orbital energy, eV: 0.3
Energy above the lowest of the compared OMol25 structures with the same formula, charge and spin, kcal per mole: 24.6
DFT total energy, Ha: -772.6676
Orbital gap, eV: 10.26

Positions of all 9 atoms, in Å:
C 0.198 -0.740 0.472
N -2.098 1.035 -0.194
N -1.260 1.404 0.433
O 1.170 0.820 -1.078
O 1.539 -0.826 0.724
O -0.329 -1.032 -0.716
S 1.195 0.823 0.352
H -0.477 -1.130 1.240
H 0.062 -0.355 -1.236

(3)
The following is a DFT calculation (ωB97M-V/def2-TZVPD) of a cluster of 2 separate species, C6H12O in total.

Values from the calculation:
Lowest unoccupied orbital energy, eV: 1.1
Energy above the lowest of the compared OMol25 structures with the same formula, charge and spin, kcal per mole: 69.2
SMILES string: C1=CCC1.COC
DFT total energy, Ha: -310.9489
Orbital gap, eV: 9.87

Positions of all 19 atoms, in Å:
C 2.036 -1.214 -0.341
O 0.701 -1.412 0.032
C 0.101 0.875 1.168
C -0.293 1.743 -0.003
C -1.765 1.451 0.431
C -1.153 0.557 1.487
C -0.215 -1.593 -1.016
H 2.606 -1.106 0.589
H 2.176 -0.295 -0.936
H 2.441 -2.066 -0.903
H 1.072 0.611 1.574
H 0.025 2.791 0.029
H -0.039 1.332 -0.990
H -2.407 0.990 -0.329
H -2.277 2.328 0.840
H -1.585 -0.109 2.229
H -1.210 -1.298 -0.655
H 0.026 -0.977 -1.896
H -0.257 -2.648 -1.319